{"formula": "C26H30GaN4O4", "method": "ωB97M-V with the def2-TZVPD basis set", "energy_ev": -93966.6214, "fmax_ev_per_a": 1.22, "molar_mass_g_mol": 532.27, "charge": 1, "homo_energy_ev": [-9.5, -10.0], "gap_ev": [5.74, 6.67], "elements": ["Ga", "C", "C", "O", "C", "C", "O", "C", "C", "O", "C", "C", "O", "H", "H", "H", "H", "H", "H", "H", "H", "H", "H", "H", "H", "H", "H", "H", "H", "N", "C", "C", "C", "C", "C", "C", "N", "C", "C", "C", "C", "N", "C", "C", "H", "H", "H", "H", "H", "H", "H", "H", "H", "N", "C", "C", "C", "C", "C", "C", "H", "H", "H", "H", "H"], "xyz": [[-0.494, 1.744, -0.515], [2.264, 3.591, -0.739], [1.343, 4.809, -0.627], [0.006, 4.376, -0.778], [-0.938, 5.349, -0.378], [-2.332, 4.712, -0.355], [-2.338, 3.416, 0.199], [-2.535, 3.285, 1.585], [-1.258, 3.520, 2.400], [-0.201, 2.832, 1.761], [1.087, 3.138, 2.247], [2.102, 2.401, 1.363], [1.802, 2.477, -0.011], [3.278, 3.858, -0.424], [2.278, 3.250, -1.777], [1.605, 5.536, -1.406], [1.468, 5.293, 0.351], [-0.945, 6.198, -1.074], [-0.675, 5.724, 0.622], [-2.682, 4.583, -1.382], [-3.025, 5.368, 0.186], [-2.858, 2.249, 1.711], [-3.323, 3.961, 1.939], [-1.397, 3.139, 3.420], [-1.029, 4.594, 2.461], [1.194, 2.803, 3.287], [1.253, 4.224, 2.222], [2.052, 1.332, 1.590], [3.114, 2.769, 1.571], [2.864, -4.906, -1.462], [3.032, -6.161, -0.943], [3.669, -7.304, -1.408], [3.631, -8.413, -0.590], [2.979, -8.402, 0.651], [2.347, -7.276, 1.123], [2.378, -6.136, 0.316], [1.850, -4.901, 0.522], [2.143, -4.186, -0.539], [1.737, -2.805, -0.661], [1.070, -2.226, 0.427], [0.661, -0.918, 0.349], [0.881, -0.148, -0.716], [1.508, -0.685, -1.754], [1.945, -1.997, -1.781], [3.211, -4.589, -2.350], [4.171, -7.328, -2.365], [4.114, -9.322, -0.913], [2.974, -9.306, 1.242], [1.844, -7.258, 2.076], [0.888, -2.832, 1.298], [0.109, -0.448, 1.156], [1.671, -0.039, -2.607], [2.436, -2.374, -2.666], [-1.772, 0.402, -0.580], [-3.087, 0.380, -0.527], [-3.597, -0.718, 0.224], [-4.876, -1.174, -0.003], [-5.745, -0.461, -0.813], [-5.314, 0.717, -1.420], [-4.011, 1.129, -1.295], [-2.903, -1.277, 0.832], [-5.212, -2.079, 0.481], [-6.752, -0.811, -0.970], [-6.008, 1.294, -2.013], [-3.648, 2.030, -1.772]], "lowdin_charge": [0.901, -0.147, -0.167, -0.202, -0.164, -0.145, -0.230, -0.153, -0.152, -0.208, -0.157, -0.145, -0.236, 0.142, 0.138, 0.144, 0.123, 0.142, 0.122, 0.136, 0.142, 0.132, 0.142, 0.144, 0.128, 0.144, 0.126, 0.127, 0.144, 0.173, -0.186, -0.019, -0.083, -0.085, -0.008, -0.223, 0.178, -0.274, -0.115, 0.024, -0.142, -0.017, -0.100, 0.015, 0.159, 0.110, 0.105, 0.104, 0.113, 0.115, 0.105, 0.122, 0.111, 0.025, -0.439, -0.018, -0.080, -0.070, -0.075, -0.026, 0.107, 0.107, 0.106, 0.108, 0.103]}